Molecular formula: C44H125N11O15Sr
Method: DFT, ωB97M-V/def2-TZVPD

Last column: Löwdin charge in e.
Cartesian coordinates (Å):
Sr 2.1753 -0.8201 -1.7569  1.386
O 1.3194 4.8384 -1.4391  -0.189
O -4.6844 -4.5923 -5.2700  -0.215
O -3.6004 2.9173 6.1451  -0.213
O 3.7095 1.0065 6.0558  -0.184
O -4.5386 5.2434 2.1206  -0.197
O 7.8961 -2.6201 -1.4320  -0.216
O -0.2626 5.6770 -6.1894  -0.193
O 0.2089 -4.4110 -4.9335  -0.147
O 3.5246 -1.4734 -3.6715  -0.584
O 3.8036 1.0959 -1.9249  -0.527
O 1.4398 -4.5926 3.4162  -0.167
O 0.7513 -0.1964 0.2226  -0.505
O -4.5122 1.2824 -2.5570  -0.198
O 1.0943 0.4463 -3.5301  -0.524
O -4.4792 -2.3658 1.8977  -0.191
N -0.1850 3.2162 6.2682  0.007
N -5.3094 -5.1741 -2.7600  0.029
N 2.5360 -2.3935 0.5411  0.012
N 3.9534 0.1376 2.5028  0.054
N 2.5825 1.9554 0.6632  0.051
N -1.2782 -0.0178 -1.8061  0.052
N 1.4312 3.0545 -4.1682  0.049
N 0.3563 -2.6561 -1.8231  -0.024
N -1.0864 -0.8004 2.3876  0.054
N 4.7628 -0.9092 -0.1178  0.011
N -5.3334 1.8581 3.6206  0.059
C -4.4701 -3.9845 -2.9197  -0.440
C 0.2670 5.4808 -0.5831  -0.083
C 6.6269 -2.1202 0.9856  -0.042
C 4.3921 0.4885 3.8060  -0.433
C 3.4536 -4.6870 1.2188  -0.038
C -5.4852 1.0659 -3.5748  -0.108
C -3.5913 -3.8121 -1.7475  -0.079
C 2.3278 -3.6055 1.3572  -0.386
C 3.2559 0.8507 4.7370  -0.223
C -2.3751 0.8072 -1.6624  -0.460
C -3.2506 5.7027 2.6579  -0.065
C 1.6411 -4.5956 4.7792  -0.144
C 3.3370 4.2246 0.6592  -0.074
C -1.5775 -2.9917 1.3761  -0.016
C 6.5255 -2.0981 -1.5843  -0.147
C 0.4437 5.0999 -5.1059  -0.169
C -0.7664 2.8166 -4.9084  -0.086
C -1.2548 2.6649 5.5486  -0.449
C 0.8144 -3.3457 -3.0434  -0.417
C -3.7220 -4.1301 -4.2652  -0.149
C 2.7364 1.4840 7.0051  -0.101
C 2.0547 -4.1505 -2.7033  -0.073
C 1.5844 3.4894 -1.0165  -0.181
C -2.3781 2.2894 6.4857  -0.201
C 0.4461 5.8512 -7.3944  -0.131
C -4.6182 2.2458 1.2828  -0.053
C 6.1903 -1.2791 -0.3160  -0.333
C 1.8050 -3.4045 2.8175  -0.221
C 0.5598 3.5030 -5.1995  -0.416
C 8.3894 -3.4482 -2.4402  -0.147
C -0.6796 -5.0464 -5.7002  -0.187
C -0.3206 -4.1682 -3.6567  -0.189
C -4.1937 -4.7764 -6.6104  -0.088
C -2.1037 -1.5845 1.7681  -0.412
C -5.2007 4.2263 2.8849  -0.194
C -4.6183 2.6702 7.1541  -0.079
C -3.2312 0.8496 -2.9741  -0.168
C 5.4442 1.6233 3.6127  -0.042
C -1.9794 2.1499 -1.1314  -0.050
C -0.6137 1.5643 4.6966  -0.029
C -3.4262 -1.6667 2.6048  -0.159
C -4.6606 2.7876 2.6776  -0.426
C 2.2188 3.3438 0.3726  -0.449
C -5.0081 -1.6703 0.7350  -0.095
H -3.9069 1.4253 1.1885  0.070
H 0.0559 -3.4407 -1.2626  0.071
H -0.2725 6.2110 -8.1307  0.079
H 3.7224 -4.6876 0.1624  0.065
H 3.5923 0.9872 2.0931  0.041
H 1.8018 1.3320 0.5149  0.015
H 7.5983 -2.6117 0.9316  0.051
H 4.8867 -0.3093 4.3599  0.134
H -5.5786 1.9045 0.8966  0.077
H 4.2093 4.0974 0.0181  0.093
H -3.6483 2.8463 3.0775  0.114
H 1.9142 -5.1641 -2.3276  0.074
H 3.1763 -0.4881 2.6604  0.069
H -5.5757 -5.3132 -3.7243  0.044
H -2.8267 -4.5791 -1.6244  0.079
H 3.1259 -5.6858 1.5071  0.062
H 9.1617 -2.8618 -2.9379  0.079
H -4.1309 3.0598 8.0478  0.078
H 7.6598 -3.5846 -3.2385  0.077
H -3.6846 -0.6599 2.9328  0.097
H -0.1813 -5.8134 -6.2930  0.089
H -4.2193 -1.5187 -0.0019  0.053
H -5.2406 4.4689 3.9468  0.112
H 0.6510 2.9312 -1.0885  0.103
H -1.5044 -3.6662 2.2291  0.081
H 2.4341 -4.3464 -3.7062  0.076
H 0.4727 0.0031 -4.1398  -0.063
H 5.0719 2.5615 3.2011  0.063
H 3.7181 4.0050 1.6565  0.059
H 2.9140 -3.7259 -2.1843  0.056
H 5.9351 1.8021 4.5693  0.061
H 1.0472 2.1799 -3.8400  -0.004
H -3.4336 6.0983 3.6570  0.074
H -1.4058 1.2621 4.0114  0.051
H -2.0516 2.4416 7.5144  0.113
H -4.6346 -5.5657 -7.2193  0.082
H -3.0866 0.3209 -0.9950  0.104
H 1.0183 -2.6551 2.7308  0.101
H -6.2841 2.1922 3.5528  0.057
H 2.9728 5.2467 0.7632  0.075
H -1.6215 1.9982 -0.1131  0.081
H -0.0245 5.2780 -4.1379  0.113
H 1.7846 -1.8153 0.8893  0.014
H -0.3783 -2.0255 -2.1110  0.035
H 4.5344 -0.0581 -0.6114  -0.009
H -0.1052 -0.6228 0.4205  -0.081
H 3.3963 -1.9981 0.8929  0.024
H -0.9651 3.0265 -3.8575  0.066
H -0.6800 0.3443 -2.5349  0.034
H -5.8116 -2.2073 0.2309  0.084
H -2.0928 -3.5824 0.6187  0.057
H -4.6870 -5.9038 -2.4434  0.062
H 0.2133 2.0389 4.1686  0.081
H 1.2680 6.5460 -7.2215  0.078
H 6.6007 -1.5748 1.9289  0.053
H 1.4398 3.6386 1.0756  0.114
H -1.2674 -5.7727 -5.1389  0.083
H -4.7762 1.5979 7.2695  0.089
H -3.9801 -3.7128 -0.7341  0.067
H 0.5169 3.6643 5.6966  0.083
H -5.5156 3.2517 6.9428  0.086
H 2.6023 -0.0215 4.7238  0.120
H -4.5910 3.0231 0.5191  0.079
H -2.7713 2.8988 -1.1276  0.069
H -2.8275 -4.7481 -4.1865  0.084
H -3.3998 -3.1162 -4.5025  0.124
H -6.4676 1.3327 -3.1851  0.080
H -1.5735 3.2914 -5.4663  0.065
H 0.8440 3.1508 -6.1910  0.122
H -2.3592 -1.0448 0.8562  0.106
H -0.4073 3.7499 7.0964  0.078
H 6.3029 1.3768 2.9881  0.068
H 6.8262 -0.4047 -0.4545  0.123
H -2.7168 1.1976 -3.8698  0.112
H -0.5551 -2.7964 1.0523  0.046
H -5.3640 -0.6537 0.9020  0.068
H 0.2998 6.5689 -0.6385  0.071
H -5.2112 1.5674 -4.5029  0.087
H -1.1520 -3.4840 -3.8262  0.109
H -1.5292 3.5088 4.9156  0.128
H 5.7955 -2.9040 -1.6598  0.111
H -1.1971 2.6307 -1.7187  0.054
H 0.0796 5.1710 0.4450  0.065
H 4.6834 -0.5515 0.8234  0.012
H -1.1990 -4.3418 -6.3497  0.095
H 0.9324 4.9879 -7.8485  0.077
H -2.5459 4.8828 2.7964  0.069
H 6.3377 -1.5692 -2.5187  0.121
H 2.6304 -2.9894 3.3959  0.113
H 1.2140 -5.5698 5.0171  0.087
H 2.2896 3.1592 -1.7792  0.109
H -3.3965 -2.2739 3.5096  0.119
H -5.5671 -0.0108 -3.7238  0.072
H -3.1527 -5.0921 -6.6789  0.050
H 2.6631 1.7098 4.4228  0.120
H 2.0349 0.7428 7.3880  0.076
H 2.7017 -4.5889 5.0304  0.084
H 1.3114 3.6480 -3.3599  0.024
H -2.5307 1.2121 6.5508  0.127
H 2.1015 2.3353 6.7596  0.049
H -0.8021 1.7436 -5.0968  0.067
H -0.3592 -0.5024 1.7532  0.016
H -5.0993 2.0929 4.5746  0.029
H 3.1920 1.6080 -0.0634  0.021
H -3.0032 -2.9229 -1.9744  0.078
H -0.6361 0.0534 -1.0298  0.015
H -0.7588 5.2785 -0.8912  0.062
H 1.4537 -4.0089 0.8459  0.108
H 3.4329 1.7385 7.8040  0.079
H 4.3272 -4.4670 1.8324  0.057
H -0.6984 -5.0431 -3.1276  0.128
H 1.1350 -2.5982 -3.7691  0.122
H 3.9379 -2.3565 -3.7342  -0.133
H -1.4332 0.0622 2.7822  0.028
H -6.2037 4.2503 2.4589  0.122
H 5.9913 -2.9912 1.1453  0.045
H -5.2727 -3.2470 -2.9146  0.135
H -2.8161 6.5002 2.0551  0.083
H 4.5464 1.6455 -1.6074  -0.078
H -0.3113 0.7224 5.3194  0.091
H -4.2027 -3.7679 -7.0238  0.091
H -3.4458 -0.2048 -3.1481  0.100
H 1.4433 5.4980 -4.9319  0.116
H 1.2015 -3.8309 5.4194  0.086
H 8.6588 -4.4689 -2.1687  0.075

Its LUMO energy is 3.1 eV. The charge is -2. The calculation puts the HOMO-LUMO gap at 0.17121 Ha.